# 1
DFT (wB97M-V/def2-TZVPD) results for a cluster of 2 separate species, C4H11NO in total at a distorted geometry.

```
17
Properties=species:S:1:pos:R:3:forces:R:3:mulliken_charge:R:1
O 0.907022 2.754788 -0.316256 1.84 1.43 -0.40 -0.88
N 0.585821 -0.187077 0.759779 0.26 0.01 1.44 -0.19
C -0.113319 -0.627751 -1.492009 -0.67 -0.55 -1.05 -0.31
C -0.263642 -1.112689 -0.093571 0.18 1.27 0.85 -0.72
C 0.318308 -0.372921 2.222461 1.37 0.13 -1.02 -0.93
C -1.162323 -0.033138 -2.205096 0.09 -0.34 0.57 -1.25
H 0.063036 3.092308 -0.616127 -0.47 -1.10 0.52 0.39
H 0.970967 2.025786 0.303271 -1.47 -0.47 -0.26 0.33
H -0.951096 0.254962 -3.200670 0.22 0.45 -0.99 0.37
H -0.699068 -0.678367 2.210889 -1.00 0.04 0.76 0.32
H 0.905848 -1.202132 2.622075 0.04 -0.24 0.31 0.29
H 1.590093 -0.277026 0.566204 -0.64 -0.21 -0.11 0.24
H -1.274165 -1.003134 0.413338 0.66 0.20 -1.39 0.26
H 0.515531 0.512405 2.878511 -0.31 -0.43 -0.77 0.23
H 0.868425 -0.657624 -2.024834 -0.55 -0.04 1.01 0.37
H -0.062569 -2.175341 0.060593 0.63 -0.18 0.14 0.28
H -2.198874 -0.313057 -2.088565 -0.17 0.03 0.41 0.22
```
Positions in Å, forces in eV/Å.

Values from the calculation:
energy relative to the best compared isomer or geometry (same formula, charge and spin): 43.6 kcal per mole
charge: -1
spin multiplicity: 2
max |F|: 0.0460 Eh/bohr
LUMO level (spin up / spin down): 4.0348 / 3.8272 eV

***

# 2
DFT (wB97M-V/def2-TZVPD) results for the molecule C17H23NO3S at a distorted geometry.

```
45
Properties=species:S:1:pos:R:3:forces:R:3:mulliken_charge:R:1
S 1.322485 -1.439729 -1.494610 0.94 -0.72 0.31 0.18
O -1.082122 -1.106605 -1.518228 -0.54 0.35 -0.17 -0.71
O 1.539751 -1.976053 3.399326 -0.37 -0.01 0.03 -0.35
O 0.490285 1.071771 0.841429 0.28 0.00 -0.06 -0.66
N -1.715843 0.780399 1.146327 -0.31 0.30 -0.11 0.10
C 2.393535 0.904763 -2.469866 0.06 -0.04 0.02 -0.32
C 1.068770 2.840268 -2.992743 0.07 0.12 -0.05 -1.02
C -1.151290 0.105258 -1.636765 -0.56 0.14 -0.01 0.50
C -3.321131 -0.883925 0.375914 -0.10 0.11 0.13 -0.37
C 2.300361 2.201914 -2.924399 -0.10 0.09 0.00 -0.77
C 2.890648 -2.317585 3.549520 0.06 0.02 -0.01 -0.68
C -0.064255 2.170378 -2.589113 -0.07 -0.21 0.04 -0.32
C 3.112851 -1.677414 -1.187958 -0.58 0.33 -0.30 -1.17
C -0.417599 0.447064 1.361201 0.06 -0.14 0.47 0.89
C -0.158834 -0.701457 2.317199 0.56 -0.05 -0.04 -0.78
C 1.337201 -0.961731 2.439552 -0.01 0.21 -0.10 -0.01
C 1.256382 0.207838 -2.065952 -0.13 0.04 -0.06 0.90
C -3.570949 -0.038993 -0.874260 0.24 -0.16 -0.09 -1.46
C -2.868826 0.000602 1.538923 -0.16 -0.45 0.01 -1.02
C 0.004797 0.857333 -2.120010 0.69 -0.05 -0.26 -0.23
C -2.014361 1.689819 0.061512 0.24 0.30 -0.25 -1.62
C -2.385955 0.880338 -1.195973 -0.21 -0.12 0.15 0.61
H 1.000883 3.853127 -3.359446 -0.02 0.08 -0.03 0.40
H -3.757881 -0.698175 -1.723439 -0.08 0.04 -0.01 0.44
H -0.641350 -1.607345 1.948170 -0.11 -0.02 0.05 0.26
H 3.361400 0.433036 -2.443549 0.07 -0.06 0.02 0.36
H -3.666994 0.705683 1.801347 0.05 -0.06 0.08 0.42
H -2.676961 1.569729 -1.993212 0.06 0.02 0.03 0.48
H 1.856259 -0.039205 2.739240 -0.04 -0.12 -0.06 0.39
H 3.493309 -0.881207 -0.556155 0.16 0.04 0.08 0.35
H 3.664274 -1.741174 -2.120968 0.17 0.00 -0.02 0.38
H -1.131450 2.306295 -0.114845 -0.19 0.00 0.05 0.73
H 3.486626 -1.455793 3.876940 0.00 -0.04 0.00 0.29
H -1.020396 2.666476 -2.656623 -0.09 0.05 0.04 0.34
H 3.183357 -2.627950 -0.667584 -0.01 -0.07 0.04 0.37
H 1.735789 -1.272080 1.463789 -0.01 0.08 0.07 -0.14
H -2.854969 2.326200 0.355290 0.04 -0.02 -0.04 0.50
H -0.559763 -0.468560 3.305638 -0.10 -0.04 -0.01 0.38
H 3.313108 -2.696024 2.609609 0.01 0.00 0.03 0.23
H 3.195007 2.720331 -3.236758 0.07 0.04 -0.03 0.39
H -4.233284 -1.415699 0.650776 -0.03 -0.04 0.02 0.45
H -4.457858 0.582727 -0.722962 -0.02 0.02 -0.04 0.45
H -2.644446 -0.599330 2.418634 -0.03 0.08 0.01 0.40
H -2.545307 -1.617441 0.158232 -0.09 -0.02 0.09 0.17
H 2.934745 -3.097874 4.306851 0.10 0.00 -0.02 0.26
```
Positions in Å, forces in eV/Å.

Values from the calculation:
energy relative to the best compared isomer or geometry (same formula, charge and spin): 30.0 kcal per mole
SMILES: COCCC(=O)N1CCC[C@H](C(=O)c2ccccc2SC)C1
max |F|: 0.0238 Eh/bohr
LUMO level: 0.4041 eV

***

Q: Number 2 is which compound?
A: C17H23NO3S

***

Q: Which formula does entry 1 have?
A: C4H11NO